Entry from OMol25: a structure of composition C24H24BrN2O5Sc (ωB97M-V/def2-TZVPD).

Summary:
* energy relative to the best compared isomer or geometry (same formula, charge and spin): 0.00 kcal per mole
* gap between HOMO and LUMO: 5.77 eV
* multiplicity: 1
* LUMO level: -1.72 eV
* total charge: 0

Cartesian coordinates (Å):
Sc -0.25 1.22 0.56
O 6.49 1.80 0.02
C 5.82 2.89 -0.05
O 6.13 4.09 -0.06
C 4.39 2.49 -0.09
C 4.12 1.13 -0.16
C 2.80 0.76 -0.34
N 1.77 1.65 -0.26
C 2.10 2.99 -0.07
C 3.37 3.41 -0.04
C 0.89 3.92 0.10
O 1.05 5.13 0.10
O -0.19 3.20 0.25
H 4.92 0.40 -0.06
H 2.55 -0.30 -0.42
H 3.56 4.50 0.08
Br -5.09 4.77 0.84
C -4.25 3.11 0.47
C -5.10 2.02 0.12
C -4.58 0.77 -0.10
C -3.19 0.64 -0.04
N -2.36 1.66 0.23
C -2.91 2.90 0.43
H -6.16 2.20 0.06
H -5.20 -0.07 -0.35
H -2.72 -0.32 -0.22
H -2.18 3.68 0.58
C 1.06 -1.13 -2.86
C -0.26 -1.93 -2.71
C -1.49 -1.07 -3.09
C -0.33 -2.64 -1.32
C -0.48 -4.05 -1.28
C -0.68 -4.71 -0.05
C -0.56 -4.04 1.14
C -0.25 -2.66 1.14
C -0.02 -1.98 2.52
C 1.33 -1.25 2.74
C -1.13 -1.07 3.07
C -0.26 -1.93 -0.10
O -0.20 -0.54 -0.14
H 1.49 -1.24 -3.86
H 1.81 -1.42 -2.12
H 0.89 -0.06 -2.76
H -0.20 -2.78 -3.41
H -1.49 -0.16 -2.51
H -2.43 -1.58 -2.89
H -1.40 -0.83 -4.15
H -0.42 -4.62 -2.21
H -0.93 -5.79 -0.06
H -0.74 -4.50 2.10
H 0.03 -2.84 3.19
H 1.50 -0.38 2.10
H 2.23 -1.89 2.51
H 1.40 -0.92 3.78
H -1.24 -0.13 2.51
H -0.91 -0.87 4.14
H -2.10 -1.61 3.03

***

Entry from OMol25: a structure of composition C2HO3Y (ωB97M-V/def2-TZVPD).

Summary:
* energy relative to the best compared isomer or geometry (same formula, charge and spin): 76.14 kcal per mole
* gap between HOMO and LUMO (spin up / spin down): 5.62 / 6.49 eV
* multiplicity: 2
* LUMO level (spin up / spin down): -16.52 / -16.51 eV
* total charge: +3

Cartesian coordinates (Å):
O -2.57 -0.05 0.01
H -2.83 0.89 0.09
O 1.73 0.44 0.19
O 1.08 -0.76 -0.09
C -1.33 -0.26 -0.03
C -0.16 -0.64 -0.12
Y 4.08 0.38 -0.06

***

Entry from OMol25: a structure of composition C36H39IrN3O7P (ωB97M-V/def2-TZVPD).

Summary:
* energy relative to the best compared isomer or geometry (same formula, charge and spin): 0.00 kcal per mole
* gap between HOMO and LUMO (spin up / spin down): 7.80 / 5.63 eV
* multiplicity: 2
* LUMO level (spin up / spin down): -3.18 / -5.43 eV
* total charge: +1

Cartesian coordinates (Å):
Ir 0.32 0.57 0.09
O -3.75 0.46 2.47
C -2.43 0.57 2.61
O -1.74 -0.22 3.19
C -1.96 1.87 1.99
C -2.69 2.98 2.39
C -2.33 4.24 1.98
C -1.25 4.36 1.13
C -0.58 3.21 0.73
N -0.89 1.97 1.16
C 0.53 3.38 -0.28
O 0.86 4.48 -0.65
O 1.06 2.27 -0.70
H -4.02 -0.39 2.86
H -3.54 2.82 3.04
H -2.88 5.11 2.30
H -0.89 5.30 0.73
C 4.84 -1.26 -2.89
O 3.43 -1.33 -2.62
C 2.61 -0.48 -3.25
C 2.74 -0.07 -4.56
C 1.76 0.74 -5.15
C 0.61 1.09 -4.47
C 0.43 0.72 -3.14
C -0.89 0.72 -2.58
N -1.10 0.46 -1.32
N -2.28 -0.12 -0.96
C -2.03 -0.93 0.06
O -0.89 -1.00 0.66
C -3.11 -1.83 0.53
C -4.40 -1.70 0.02
C -5.41 -2.52 0.51
C -5.13 -3.47 1.48
C -3.83 -3.60 1.97
C -2.82 -2.78 1.50
C 1.48 -0.02 -2.47
O 1.48 -0.35 -1.24
H 5.27 -2.14 -2.41
H 5.26 -0.36 -2.46
H 5.06 -1.30 -3.95
H 3.59 -0.39 -5.14
H 1.89 1.05 -6.18
H -0.18 1.63 -4.97
H -1.75 0.72 -3.24
H -4.61 -0.95 -0.73
H -6.41 -2.41 0.12
H -5.92 -4.11 1.85
H -3.62 -4.35 2.72
H -1.82 -2.87 1.88
C 1.08 -1.11 3.69
C 1.82 0.21 3.44
C 0.92 1.41 3.81
C 3.06 0.22 4.34
P 2.23 0.25 1.62
C 2.83 -1.45 1.29
C 1.93 -2.40 0.78
C 2.31 -3.72 0.59
C 3.59 -4.13 0.91
C 4.49 -3.22 1.44
C 4.11 -1.90 1.63
C 3.63 1.48 1.28
C 3.92 1.49 -0.23
C 5.01 1.27 1.93
C 3.14 2.86 1.76
H 0.61 -1.05 4.68
H 1.77 -1.95 3.69
H 0.30 -1.30 2.96
H 1.15 1.74 4.83
H -0.13 1.10 3.80
H 1.03 2.27 3.16
H 2.74 -0.03 5.35
H 3.54 1.19 4.38
H 3.80 -0.53 4.04
H 0.92 -2.11 0.53
H 1.59 -4.42 0.19
H 3.88 -5.16 0.76
H 5.48 -3.53 1.72
H 4.82 -1.23 2.08
H 4.51 0.61 -0.49
H 4.51 2.38 -0.46
H 3.03 1.53 -0.85
H 5.54 0.42 1.52
H 4.99 1.19 3.02
H 5.60 2.15 1.68
H 2.16 3.12 1.36
H 3.85 3.61 1.41
H 3.11 2.91 2.84

***

Entry from OMol25: a cluster of 4 separate species, C2H14NO4 in total (ωB97M-V/def2-TZVPD).

Summary:
* energy relative to the best compared isomer or geometry (same formula, charge and spin): 15.88 kcal per mole
* gap between HOMO and LUMO: 11.73 eV
* multiplicity: 1
* LUMO level: -3.27 eV
* total charge: +1

Cartesian coordinates (Å):
C 0.87 -0.28 1.86
O 1.33 0.45 0.77
C -0.62 -0.68 1.68
N -0.89 -1.08 0.18
H 1.08 0.28 2.82
H 1.46 -1.19 1.89
H 0.98 1.36 0.80
H -0.89 -1.57 2.24
H -1.21 0.21 1.82
H -0.44 -1.99 0.03
H -0.46 -0.32 -0.39
H -1.87 -1.25 0.00
H 0.51 -1.01 -2.04
H 0.39 -2.19 -2.85
O -0.03 -1.83 -2.05
H -1.34 2.48 0.31
H -1.00 3.17 -1.06
O -0.78 2.44 -0.48
H 0.49 1.62 -1.98
H 1.61 0.66 -1.49
O 0.84 0.72 -2.07

***

Entry from OMol25: a structure of composition CH4Na7O5 (ωB97M-V/def2-TZVPD).

Summary:
* energy relative to the best compared isomer or geometry (same formula, charge and spin): 75.09 kcal per mole
* gap between HOMO and LUMO: 6.49 eV
* multiplicity: 1
* LUMO level: -17.93 eV
* total charge: +5

Cartesian coordinates (Å):
Na -4.52 -6.42 -3.74
Na -2.98 -9.02 -5.26
Na -5.85 -3.69 -7.07
Na -6.02 -7.35 -6.93
Na -2.12 -2.66 -7.08
Na -4.53 -2.27 -4.41
Na -0.46 -6.90 -5.46
C -3.12 -5.35 -6.33
O -3.73 -6.48 -6.09
O -1.94 -5.33 -6.76
O -3.69 -4.21 -5.98
O -2.25 -7.33 -9.07
H -1.98 -6.86 -9.86
H -2.41 -6.65 -8.41
O 0.77 -5.46 -7.48
H -0.14 -5.24 -7.24
H 0.85 -5.14 -8.39

***

Entry from OMol25: a structure of composition C14H20Cl3NO3W (ωB97M-V/def2-TZVPD).

Summary:
* gap between HOMO and LUMO (spin up / spin down): 3.17 / 3.13 eV
* multiplicity: 1
* LUMO level (spin up / spin down): -3.74 / -3.74 eV
* total charge: 0

Cartesian coordinates (Å):
C -1.06 0.73 -1.62
C -1.90 -0.43 -1.52
C -1.06 -1.56 -1.27
C -3.34 -0.51 -1.95
C 0.30 -1.09 -1.14
C 0.30 0.33 -1.35
C 1.53 1.10 -1.69
C -1.51 2.01 -2.26
C -1.52 -2.97 -1.45
C 1.54 -1.93 -1.24
W -0.88 -0.15 0.46
Cl -3.14 -0.08 1.11
Cl -0.81 2.16 0.91
Cl -0.50 -2.26 1.51
H -3.89 0.41 -1.72
H -3.87 -1.32 -1.43
H -3.41 -0.70 -3.03
H -2.44 -3.17 -0.87
H -0.76 -3.70 -1.14
H -1.75 -3.17 -2.52
H 1.42 -2.85 -0.66
H 2.39 -1.37 -0.83
H 1.75 -2.19 -2.29
H 2.35 0.75 -1.06
H 1.41 2.17 -1.48
H 1.81 0.96 -2.75
H -2.43 2.39 -1.79
H -1.72 1.85 -3.33
H -0.74 2.79 -2.18
O 2.18 3.49 0.60
H 3.07 3.89 0.84
O 2.61 0.08 1.02
C 1.94 0.28 2.03
C 2.47 0.66 3.40
C 1.31 0.44 4.35
C 0.10 0.17 3.44
O -1.06 -0.03 3.77
N 0.57 0.15 2.12
H 3.35 0.08 3.66
H 2.78 1.71 3.38
H 1.53 -0.40 5.02
H 1.12 1.31 5.00